Density functional theory data (ωB97M-V/def2-TZVPD) for the molecule C18H28N2O3S in a non-equilibrium geometry.

Geometry as XYZ:
```
52
Properties=species:S:1:pos:R:3:forces:R:3
C 3.145 0.568 -1.104 0.33 -0.34 0.40
C -1.675 0.715 -1.891 -0.11 -0.07 -0.14
C 4.097 -0.294 -1.929 -0.30 0.00 0.14
H -3.692 0.521 -1.211 -0.11 -0.06 -0.03
H 4.560 2.146 -0.698 0.12 0.10 -0.04
C 0.868 -2.003 2.711 0.03 0.14 -0.41
H -1.825 0.193 -2.822 -0.14 -0.10 -0.11
C -0.843 -2.940 1.179 0.23 0.27 -0.24
C 3.902 1.482 -0.143 -0.31 -0.19 -0.15
C -0.172 1.868 -0.410 0.07 0.09 0.10
S 0.936 0.619 -2.617 0.13 0.29 0.16
H 4.502 0.887 0.539 0.11 -0.03 0.06
H 4.746 0.334 -2.537 0.11 0.08 -0.06
H 0.492 0.087 3.157 0.04 -0.05 -0.20
H -3.645 -0.645 1.576 -0.04 0.00 -0.01
C -1.888 0.130 2.630 -0.36 -0.26 -0.02
H 1.928 -1.961 2.968 0.06 -0.02 0.06
H 4.714 -0.908 -1.277 0.11 -0.06 0.04
H 2.762 1.900 -2.651 -0.07 0.15 -0.26
O -1.534 0.785 3.597 -0.09 0.38 0.28
H -0.638 -1.174 -0.033 -0.09 0.01 0.02
C -0.408 1.171 -1.578 0.54 -0.12 -0.22
N 2.272 1.366 -1.949 -0.88 -0.26 -0.49
H 0.976 -0.236 1.471 0.01 0.02 0.00
C -3.499 1.512 1.321 0.02 -0.11 0.03
O 0.775 1.113 -3.953 0.00 0.24 0.09
C -2.469 1.527 0.232 -0.02 0.24 -0.09
N -1.008 -0.627 1.935 0.31 -0.16 0.05
H 0.486 -4.750 2.809 -0.07 -0.06 0.11
H 0.902 -5.088 1.127 0.00 -0.14 -0.06
C 0.390 -0.607 2.321 0.17 0.10 0.50
C -2.706 0.899 -0.986 0.18 0.07 -0.07
H -1.451 -3.288 2.018 -0.06 -0.05 0.03
H 2.473 -0.087 -0.541 0.18 0.01 0.08
H 2.116 -4.421 2.220 0.13 -0.07 0.05
H -4.509 1.546 0.910 0.01 0.06 0.02
H 0.819 2.240 -0.206 0.08 0.06 0.07
H -3.356 2.367 1.983 -0.06 0.00 -0.01
H -3.959 0.294 3.042 0.08 -0.09 -0.03
C -1.247 -1.510 0.816 -0.31 -0.38 -0.16
H 1.225 -2.667 0.698 0.01 0.05 -0.03
H 3.211 2.087 0.438 -0.05 0.09 0.08
O 1.011 -0.805 -2.415 0.07 0.11 0.16
H 3.519 -0.944 -2.581 0.06 -0.08 -0.07
C -1.207 2.053 0.489 -0.10 0.02 -0.18
H -2.290 -1.482 0.508 0.10 0.06 -0.01
C 0.636 -2.988 1.565 -0.17 -0.26 0.37
C -3.331 0.221 2.153 0.02 0.12 0.15
H -1.030 -3.590 0.324 -0.04 -0.08 -0.03
H -1.025 2.568 1.420 0.03 0.03 0.13
C 1.061 -4.400 1.954 -0.01 0.28 -0.18
H 0.318 -2.335 3.594 -0.01 -0.02 0.08
```
Forces are in eV/Å.

Summary:
relative energy (zero: lowest compared OMol25 entry of this formula, charge and spin)	35.04	kJ/mol
lowest unoccupied orbital energy	0.6	eV
orbital gap	9.6	eV
SMILES	CC1CCN(C(=O)CCc2ccc(S(=O)(=O)NC(C)C)cc2)CC1
total energy	-39079.24764	eV